(1)
Formula: C7H6FN
Source: the Open Molecules 2025 dataset
Level of theory: wB97M-V/def2-TZVPD

XYZ file:
```
15
Properties=species:S:1:pos:R:3:forces:R:3
C -0.736 -0.027 1.839 -0.579 -0.622 1.454
C -0.251 -1.186 -0.880 -0.755 0.675 0.918
C -1.073 -0.126 -1.051 0.353 0.049 -0.463
C 1.013 -1.075 -0.122 0.165 -1.209 -0.297
C -0.971 1.158 -0.362 0.795 0.092 0.110
C 1.798 -0.029 -0.383 0.837 -3.485 3.131
C -0.691 1.088 0.952 0.489 3.115 -1.070
N -0.894 -0.846 2.652 0.457 1.117 -1.336
F -0.191 2.297 1.475 -0.824 -1.706 0.327
H -0.578 -2.169 -1.207 0.266 0.158 -0.516
H -1.782 -0.099 -1.840 -0.981 -0.685 -0.448
H 1.282 -1.930 0.552 -0.076 1.011 -0.697
H -0.971 2.153 -0.958 0.015 -1.799 1.428
H 1.374 0.714 -0.895 -0.812 2.916 -2.348
H 2.670 0.075 0.228 0.648 0.373 -0.193
```
Positions in Å, forces in eV/Å.

Computed properties:
- E_HOMO: -8.92 eV
- Electronic energy: -424.8324 Eh
- Net charge: 0
- E_LUMO: -0.0138 Eh
- Frontier orbital gap: 8.544 eV
- Strongest force on any atom: 4.8 eV/A

(2)
Formula: C7H6FN3O4
Source: the Open Molecules 2025 dataset
Level of theory: wB97M-V/def2-TZVPD

XYZ file:
```
21
Properties=species:S:1:pos:R:3:forces:R:3
C 1.672 -1.819 0.463 -1.398 -0.907 0.114
C 2.646 -0.892 0.175 2.150 0.834 0.063
C 0.327 -1.409 0.464 3.326 1.934 -0.632
C 2.328 0.433 -0.099 -0.735 0.521 -0.538
C 0.074 -0.114 0.134 -3.822 0.852 -1.429
C 1.015 0.861 -0.240 -1.281 -0.566 0.204
C -1.835 0.230 -0.201 4.909 1.261 -1.426
N 0.729 2.134 -0.701 -3.195 -1.296 1.156
N -2.097 1.025 1.021 -0.105 -0.153 0.462
N -2.496 -1.037 -0.426 -0.838 -0.921 0.360
O -2.307 0.423 2.044 -0.329 0.130 -0.122
O -2.441 -1.843 0.477 -0.175 0.005 0.149
O -1.886 2.205 0.890 -0.307 0.276 -0.003
O -3.005 -1.209 -1.503 -0.083 -0.010 -0.265
F -1.980 0.990 -1.344 0.106 -0.742 1.844
H 1.722 -2.910 0.617 1.039 0.774 0.047
H 3.750 -1.059 0.169 -1.136 -0.546 0.075
H -0.366 -2.105 0.701 -2.262 -1.782 0.561
H 2.961 1.268 -0.385 1.028 -0.717 0.268
H 1.434 2.537 -1.215 1.594 1.126 -1.357
H -0.245 2.291 -1.040 1.515 -0.075 0.470
```
Positions in Å, forces in eV/Å.

Computed properties:
- E_HOMO: -8.87 eV
- Electronic energy: -835.1565 Eh
- Net charge: 0
- E_LUMO: -0.0325 Eh
- Frontier orbital gap: 7.989 eV
- Strongest force on any atom: 5.3 eV/A